[1]
{"formula": "C21H36Cl2N3O4Sr", "method": "ωB97M-V/def2-TZVPD", "symbols": ["O", "C", "C", "C", "H", "C", "H", "C", "H", "C", "H", "C", "H", "H", "C", "C", "H", "H", "H", "C", "C", "H", "H", "H", "H", "Sr", "Cl", "Cl", "C", "O", "N", "C", "C", "H", "H", "H", "H", "H", "H", "H", "H", "H", "C", "C", "N", "H", "C", "O", "H", "H", "H", "H", "C", "N", "C", "C", "C", "O", "H", "H", "H", "H", "H", "H", "H", "H", "H"], "xyz": [[-1.061834, 0.682669, -1.656998], [-1.422314, 0.965684, -2.867785], [-2.702286, 1.904228, -2.932166], [-3.788749, 1.824920, -2.038380], [-3.727133, 1.112203, -1.214354], [-4.852518, 2.721788, -2.195357], [-5.649319, 2.656441, -1.469951], [-4.887694, 3.700933, -3.190101], [-5.752779, 4.360002, -3.271053], [-3.797202, 3.737357, -4.046187], [-3.800227, 4.525819, -4.800370], [-2.724517, 2.871821, -3.926707], [-1.859487, 3.011179, -4.601811], [-0.567485, 1.491615, -3.502210], [-2.375651, -0.487275, -4.896471], [-1.197441, -0.186090, -4.059887], [-2.160982, -1.554312, -5.076543], [-2.475309, 0.133269, -5.822967], [-3.332458, -0.338775, -4.339556], [-0.039797, -0.889771, -3.843136], [0.513484, -2.248359, -4.250020], [0.698057, -0.414662, -3.131406], [0.227567, -2.614932, -5.261526], [0.250608, -3.017050, -3.487902], [1.600589, -2.083637, -4.174620], [0.008272, 0.605218, 0.746385], [-2.058311, -1.527737, 0.049430], [2.023139, 0.516161, -1.484601], [0.367647, -2.700651, 1.211542], [0.926561, -1.670535, 1.631403], [0.807737, -3.941094, 1.285500], [2.055167, -4.235515, 1.972790], [0.053172, -5.076648, 0.763738], [-0.629121, -2.586834, 0.686727], [2.625476, -3.318170, 2.098616], [2.626914, -4.954387, 1.384230], [1.868941, -4.680757, 2.955476], [-0.747286, -4.705130, 0.125587], [-0.386523, -5.676084, 1.566976], [0.710561, -5.729093, 0.185996], [5.341717, 0.644434, 1.190270], [5.486636, 3.315800, -0.098849], [4.452944, 0.621112, 0.552251], [4.568063, 2.865035, -0.544476], [3.930041, 1.975949, 0.418770], [3.697129, -0.028631, 0.985276], [2.839528, 2.386119, 1.057381], [2.082959, 1.633724, 1.722114], [3.855876, 3.680566, -0.797443], [2.645617, 3.463478, 0.978992], [4.741853, 0.241090, -0.429300], [4.846542, 2.308113, -1.473945], [0.367537, -0.177570, 5.988844], [0.056249, 0.617687, 4.799166], [0.786986, 1.875286, 4.638944], [-0.873370, 0.320774, 3.873194], [-1.712213, -0.907189, 4.091057], [-0.984444, 1.080044, 2.864057], [0.061052, 0.371098, 6.890100], [1.449188, -0.370955, 6.017711], [-0.175007, -1.119427, 5.934729], [1.364322, 1.902953, 3.686907], [0.085485, 2.738480, 4.631790], [1.474115, 1.976243, 5.494605], [-2.477194, -0.926459, 3.309358], [-1.098083, -1.821000, 4.009104], [-2.180994, -0.850563, 5.087065]], "atomic_forces_ev_per_a": [[0.0, -0.3, 2.0], [1.9, 1.5, -3.0], [1.1, -1.5, -0.7], [0.6, 0.5, -0.6], [-0.1, 0.1, -0.3], [0.2, -0.3, 0.5], [-0.3, 0.0, 0.1], [0.2, -0.9, 0.4], [0.4, 0.0, -0.1], [-0.5, 1.1, -0.5], [0.2, -0.2, -0.1], [0.1, 0.4, -0.4], [-0.5, -0.3, 0.5], [-0.9, 1.3, 1.3], [-0.2, -0.7, -0.4], [0.3, -0.4, 3.4], [-1.0, 0.1, -0.9], [0.3, -0.6, 0.5], [0.8, -0.3, -0.3], [-0.8, 1.2, 0.3], [-0.2, 0.4, -0.4], [-1.4, -0.4, -0.6], [0.2, 0.2, 0.6], [0.0, 0.4, -0.4], [-0.2, -0.6, -0.4], [-0.5, -1.1, -3.2], [-1.0, 0.3, 0.4], [0.5, 0.2, 0.4], [-1.5, 1.0, -1.0], [0.4, -0.5, 0.4], [1.3, -1.1, 0.7], [-0.1, -0.2, -0.1], [0.0, 0.4, 0.1], [0.9, -0.3, 0.4], [-0.1, 0.0, 0.0], [0.1, 0.0, 0.0], [0.0, 0.0, 0.0], [0.0, 0.0, 0.0], [0.0, 0.1, 0.1], [0.0, 0.1, -0.1], [0.0, 0.0, 0.1], [-0.5, -0.3, -0.4], [0.1, 0.1, -0.1], [0.3, 0.4, -0.1], [0.0, 0.3, 0.1], [0.0, 0.1, -0.1], [-0.3, -1.5, 0.3], [1.0, 1.2, -0.3], [0.6, -0.6, 0.0], [-0.1, -0.1, -0.2], [-0.3, 0.1, 0.1], [-0.5, 0.4, 0.8], [-0.3, 0.2, -0.5], [0.1, 0.3, 0.1], [0.3, 0.5, -0.2], [0.5, 0.9, -0.9], [-0.3, 0.0, -0.2], [-0.4, -1.2, 2.2], [0.1, -0.2, -0.1], [-0.3, 0.0, 0.0], [0.2, 0.1, 0.2], [-0.4, -0.1, 0.7], [0.4, -0.5, 0.0], [-0.3, 0.0, -0.3], [0.2, -0.1, 0.1], [-0.3, 0.4, 0.0], [0.1, -0.2, -0.4]], "lumo_energy_ev": 2.111, "total_charge": -1, "homo_ev": -2.254, "spin_multiplicity": 1, "homo_lumo_gap_ev": 4.37}

[2]
{"formula": "C21H36ClN2O2", "method": "ωB97M-V/def2-TZVPD", "symbols": ["C", "N", "C", "C", "C", "C", "C", "C", "C", "C", "N", "C", "C", "C", "H", "H", "H", "H", "H", "H", "H", "H", "H", "H", "H", "H", "H", "H", "Cl", "C", "C", "C", "C", "C", "H", "H", "H", "H", "H", "H", "H", "H", "H", "H", "H", "H", "C", "O", "C", "C", "O", "C", "H", "H", "H", "H", "H", "H", "H", "H", "H", "H"], "xyz": [[-4.616439, 3.505158, 2.967017], [-4.001916, 2.715343, 1.827187], [-4.812815, 1.776959, 1.317335], [-4.365506, 0.636544, 0.951230], [-2.898813, 0.263073, 1.216120], [-2.067388, 1.303062, 1.812489], [-2.624983, 2.558654, 2.063957], [-2.327516, -1.122700, 0.956697], [-3.053963, -2.323176, 0.996937], [-2.591342, -3.467787, 0.507617], [-1.371830, -3.528787, 0.076459], [-0.443834, -2.454661, 0.047152], [-0.869469, -1.230103, 0.550455], [-0.825082, -4.920892, -0.186740], [-4.045620, 3.742317, 3.989232], [-5.759304, 3.123212, 3.098479], [-4.669603, 4.621134, 2.645442], [-5.878373, 1.977578, 1.276762], [-5.183495, -0.243878, 0.798333], [-1.066568, 1.214268, 2.020716], [-2.004423, 3.191464, 2.448700], [-4.108403, -2.097948, 0.981856], [-3.333274, -4.387562, 0.591734], [0.551733, -2.681412, -0.249985], [-0.093534, -0.368211, 0.544929], [-0.409599, -5.104381, -1.211164], [-1.715564, -5.631431, -0.250693], [0.109366, -5.339180, 0.417819], [2.647520, -0.599806, 0.244648], [-0.552870, 2.942386, 4.269271], [-0.258344, 2.987556, 2.728081], [0.985722, 2.262201, 2.322886], [1.505885, 2.488156, 1.105045], [2.823910, 1.842475, 0.759130], [-0.787632, 2.025693, 4.616884], [-1.336517, 3.632959, 4.508315], [0.291865, 3.465356, 4.770868], [-0.268907, 4.100585, 2.520069], [-1.039738, 2.883803, 1.896947], [0.760575, 1.252196, 2.472647], [1.662806, 2.430096, 2.956355], [1.526441, 3.518353, 1.050237], [0.707286, 2.342010, 0.332381], [3.673153, 1.945269, 1.421712], [3.275640, 2.173765, -0.292163], [2.645741, 0.648826, 0.852126], [1.618233, -1.655350, -6.760656], [2.110661, -2.019986, -5.489783], [3.349934, -1.805222, -5.060424], [3.810214, -2.067534, -3.872897], [5.100816, -1.699398, -3.494178], [5.277649, -1.391895, -2.157007], [2.071208, -2.588796, -7.088011], [2.098825, -0.850205, -6.857633], [0.649355, -1.831030, -6.757159], [3.544433, -0.769919, -5.368229], [4.045436, -2.339162, -5.976023], [3.553669, -3.188910, -3.585966], [3.078395, -1.611686, -3.163307], [4.838748, -2.273486, -1.394964], [4.736552, -0.462879, -1.678361], [6.330893, -1.513080, -2.036913]], "atomic_forces_ev_per_a": [[-2.3, 3.4, 0.3], [2.1, 2.0, 3.8], [-1.6, 2.8, 0.7], [2.5, -8.0, -0.4], [-0.9, 0.2, 0.4], [-4.5, -0.8, -2.3], [-7.4, -6.9, -3.6], [3.0, 1.6, -0.5], [-1.8, 4.3, -0.8], [-2.8, -2.7, 1.0], [4.8, -2.1, -1.0], [-2.9, 0.3, 1.6], [-0.8, 0.4, 0.1], [0.7, -2.1, -1.2], [-0.9, -1.9, -2.3], [3.1, 1.0, 0.1], [-0.4, -1.8, 0.1], [0.2, 0.3, 0.1], [2.3, 2.3, -0.3], [1.8, -1.1, 0.3], [0.3, 4.7, 3.0], [-0.4, -0.9, 0.9], [2.2, 1.7, -0.7], [0.6, 0.0, -0.4], [-1.6, -1.5, 0.0], [-0.4, 1.2, 0.4], [1.3, 0.9, 0.9], [-2.5, 1.4, -0.3], [-0.7, -5.6, -1.7], [1.0, 3.3, -2.5], [0.7, 3.4, -1.0], [-6.4, -1.8, 2.2], [1.3, 0.4, -6.9], [0.9, 2.5, -1.8], [-0.4, -3.1, 1.4], [-1.0, 0.2, 0.1], [-0.2, -1.0, -0.3], [1.4, -0.4, 0.4], [4.3, -0.5, 1.5], [-0.3, -2.3, 0.3], [5.4, 1.4, 5.6], [0.9, 2.8, -0.6], [0.6, -0.6, -0.2], [-0.1, 0.5, 0.8], [-1.4, -1.0, 2.1], [0.3, 3.3, 0.7], [3.4, -7.6, 2.3], [-4.4, -1.8, 5.9], [2.1, 3.1, -14.5], [-0.6, -4.3, 11.3], [-0.5, 0.3, -1.6], [-2.3, -1.8, 3.4], [0.1, 0.5, -3.1], [2.8, 6.9, -2.8], [-4.6, 0.4, 0.0], [0.7, 0.6, 0.5], [-0.7, 0.8, 2.1], [1.0, 1.4, -0.5], [0.3, 0.3, 0.0], [0.8, 1.8, -2.0], [1.3, -1.3, -1.5], [0.7, 0.9, 0.5]], "lumo_energy_ev": -5.771, "relative_energy_kj_mol": 103.48, "total_charge": 1, "homo_ev": -8.300, "spin_multiplicity": 1, "homo_lumo_gap_ev": 2.53}

[3]
{"formula": "C21H36CrP2", "method": "ωB97M-V/def2-TZVPD", "symbols": ["P", "P", "C", "C", "H", "H", "H", "H", "C", "H", "H", "H", "C", "H", "H", "H", "C", "H", "H", "H", "C", "H", "H", "H", "Cr", "C", "C", "C", "C", "C", "C", "C", "C", "C", "H", "H", "H", "H", "H", "H", "H", "H", "H", "H", "H", "H", "H", "H", "H", "C", "C", "C", "C", "C", "C", "H", "H", "H", "H", "H"], "xyz": [[-0.656584, 1.669231, 1.813139], [0.613752, -1.946286, -0.105939], [-0.171794, 1.057384, 0.063842], [-0.358804, -0.443668, -0.521114], [0.700673, 1.543588, -0.377816], [-1.043357, 1.551610, -0.405235], [-1.416497, -0.571927, -0.785372], [0.156939, -0.395627, -1.487017], [2.315497, -1.686059, -0.649218], [2.898874, -2.481864, -0.174787], [2.716749, -0.733262, -0.277681], [2.513527, -1.735912, -1.720319], [-0.285995, -3.417789, -0.580092], [-0.187226, -3.723036, -1.627712], [-1.353379, -3.297407, -0.348580], [0.124328, -4.216209, 0.053237], [0.193166, 3.217813, 2.171853], [0.137791, 3.307439, 3.264554], [-0.172300, 4.161903, 1.756632], [1.249142, 3.123594, 1.896461], [-2.503293, 1.675151, 1.818277], [-2.877715, 0.696188, 1.480308], [-3.063854, 2.441942, 1.254482], [-2.784614, 1.791103, 2.875000], [0.320667, -0.346941, 1.432142], [-0.768108, 0.263959, -3.307711], [0.560105, 0.531268, -3.290949], [1.056788, 1.814157, -3.852310], [0.300217, 3.095375, -3.368694], [-0.392445, 3.020855, -2.036142], [-1.695930, 2.680867, -1.858150], [-2.499677, 2.217887, -3.030007], [-1.818320, 1.143241, -3.940170], [0.032917, 0.118226, 3.542387], [-1.195069, -0.706858, -2.984516], [1.311102, -0.252815, -3.113800], [1.008855, 1.775236, -4.949818], [2.117214, 1.931459, -3.630208], [1.034174, 3.921652, -3.311287], [-0.429615, 3.360937, -4.157380], [0.243122, 3.348235, -1.194676], [-2.275069, 2.981388, -0.963891], [-2.773643, 3.075390, -3.662416], [-3.458874, 1.821661, -2.695226], [-2.615955, 0.465700, -4.313736], [-1.402509, 1.669915, -4.824063], [-0.352377, -0.854240, 3.894325], [-0.619313, 0.926122, 3.897902], [1.068914, 0.249873, 3.880281], [1.841506, -4.548594, 4.120180], [2.727284, -3.458553, 3.960150], [2.300473, -2.362162, 3.164553], [1.045792, -2.361004, 2.547312], [0.151730, -3.414854, 2.808430], [0.553991, -4.527062, 3.579954], [2.179959, -5.427025, 4.688113], [3.726085, -3.455382, 4.424669], [2.988451, -1.515337, 3.024330], [-0.864706, -3.394695, 2.398259], [-0.152762, -5.375778, 3.735260]], "atomic_forces_ev_per_a": [[-0.6, -0.4, -2.4], [-0.3, -0.7, 1.0], [-1.7, 1.7, -1.5], [0.1, 0.1, -2.9], [-0.1, -0.2, 0.1], [1.2, -0.8, 0.1], [0.3, -0.2, 0.3], [-0.8, 0.8, 0.6], [0.4, -0.6, -0.9], [0.0, 0.1, 0.0], [-0.4, -0.2, 0.1], [0.0, 0.0, -0.2], [0.2, -0.8, -1.0], [-0.1, -0.1, -0.1], [0.4, 0.1, 0.1], [-0.3, 0.0, -0.1], [0.0, 0.4, 0.6], [0.2, 0.2, -0.1], [-0.2, -0.3, -0.2], [-0.2, -0.2, 0.1], [-0.2, 0.8, -0.1], [0.4, 0.2, 0.2], [0.4, -0.1, 0.1], [0.0, -0.2, -0.2], [0.9, -1.5, 7.0], [0.6, -0.5, -0.7], [-1.6, -0.7, -1.2], [0.5, 0.7, 0.0], [0.0, 0.0, -0.6], [-1.0, 0.5, 0.4], [1.1, 1.9, -1.0], [-0.5, -0.4, -0.3], [-0.3, 0.3, -0.4], [0.4, -1.3, 0.7], [0.7, 0.6, -0.1], [-0.5, 0.4, 0.4], [0.0, 0.1, 0.1], [0.1, -0.1, 0.1], [-0.4, -0.3, -0.1], [0.3, 0.1, 0.5], [-0.7, 0.0, -0.3], [0.7, -0.6, -0.2], [0.1, -0.1, 0.1], [0.0, 0.0, 0.2], [0.5, 0.5, 0.1], [-0.1, -0.5, 0.4], [0.2, 0.4, 0.2], [0.4, -0.4, 0.6], [-0.2, 0.0, 0.3], [0.7, 0.0, 0.4], [-0.8, 0.1, -0.7], [0.5, -1.2, 0.5], [-0.4, 1.8, 0.3], [0.8, -0.5, 0.3], [-0.5, 0.3, -0.4], [-0.2, 0.4, -0.2], [-0.5, -0.1, -0.2], [-0.3, -0.3, 0.1], [0.2, 0.0, 0.1], [0.7, 0.7, 0.0]], "lumo_energy_ev": [0.342, 0.228], "relative_energy_kj_mol": 823.03, "homo_ev": [-3.727, -5.228], "spin_multiplicity": 5, "homo_lumo_gap_ev": [4.07, 5.46]}